Record 1
{
  "formula": "C3H9O3P",
  "method": "ωB97M-V with the def2-TZVPD basis set",
  "orbital_gap_ev": 8.47,
  "energy_ha": -686.699241,
  "e_homo_ev": -8.3,
  "symbols": ["C", "C", "C", "O", "O", "O", "P", "H", "H", "H", "H", "H", "H", "H", "H", "H"],
  "coordinates": [[0.523, 1.595, -1.170], [1.673, -0.349, 1.129], [-1.972, -0.440, 0.498], [0.835, -2.189, -0.801], [-2.854, -1.272, -0.163], [0.937, 0.283, -1.361], [0.529, -0.846, -0.254], [-0.455, 1.734, -0.569], [0.286, 2.067, -2.092], [1.380, 2.349, -0.781], [2.585, -0.848, 1.033], [1.596, 0.751, 0.838], [1.318, -0.531, 2.120], [-1.698, -0.625, 1.492], [-2.008, 0.600, 0.290], [-2.675, -2.279, -0.207]],
  "forces_ev_per_a": [[0.17, 2.91, 1.62], [-2.72, 2.02, -1.36], [2.42, -2.06, -1.94], [-0.54, 0.30, 0.21], [0.59, -0.80, -0.04], [-0.37, -0.28, 0.19], [-0.94, -0.68, 0.68], [1.75, -0.44, -0.46], [-0.22, -0.05, -1.23], [-1.74, -2.03, -0.21], [1.65, -0.34, -0.64], [1.11, -1.13, 1.22], [-0.58, 0.04, 0.54], [-0.03, -0.69, 1.40], [-0.78, 0.54, -0.61], [0.23, 2.68, 0.65]],
  "nbo_charge": [-0.275, -0.987, -0.082, -1.083, -0.710, -0.801, 1.824, 0.172, 0.198, 0.177, 0.251, 0.231, 0.235, 0.161, 0.175, 0.514]
}

Record 2
{
  "formula": "C3H9O3PS",
  "method": "ωB97M-V with the def2-TZVPD basis set",
  "orbital_gap_ev": 9.59,
  "energy_ha": -1084.941156,
  "smiles": "CSP(=O)(CO)CO",
  "e_homo_ev": -9.1,
  "symbols": ["C", "S", "P", "O", "C", "O", "C", "O", "H", "H", "H", "H", "H", "H", "H", "H", "H"],
  "coordinates": [[2.702, -0.001, 0.176], [1.394, 1.214, -0.044], [-0.320, -0.094, 0.335], [-0.030, -1.246, 1.168], [-1.522, 1.167, 0.916], [-2.574, 0.379, 1.401], [-1.432, -0.601, -1.339], [-0.789, -1.701, -1.964], [3.552, 0.461, 0.652], [3.071, -0.451, -0.832], [2.363, -0.872, 0.900], [-1.832, 1.724, 0.068], [-1.209, 1.972, 1.640], [-3.098, 0.966, 1.917], [-1.513, 0.252, -2.051], [-2.498, -0.788, -0.938], [-0.686, -2.340, -1.173]],
  "forces_ev_per_a": [[0.22, -2.92, -0.35], [-1.00, -0.88, 0.05], [-1.18, 2.48, -2.99], [0.45, -1.39, 0.78], [0.84, 0.40, 1.31], [-0.14, -0.51, -0.08], [0.47, 0.72, 1.36], [-0.52, -0.95, 2.54], [0.15, 0.37, 0.12], [-0.83, 0.75, 1.77], [0.50, 1.76, -1.61], [-0.25, 0.56, -1.34], [0.26, -1.15, -0.36], [-0.99, 0.36, 0.74], [0.41, -0.59, 0.55], [1.62, -0.06, -0.42], [-0.02, 1.03, -2.07]],
  "nbo_charge": [-0.774, -0.094, 1.655, -1.074, -0.432, -0.711, -0.323, -0.708, 0.230, 0.226, 0.265, 0.185, 0.203, 0.475, 0.198, 0.200, 0.480]
}

Record 3
{
  "formula": "C3H9O4",
  "method": "ωB97M-V with the def2-TZVPD basis set",
  "orbital_gap_ev": 2.79,
  "energy_ha": -420.448673,
  "e_homo_ev": -3.7,
  "charge": -1,
  "symbols": ["O", "C", "O", "C", "C", "H", "H", "H", "H", "H", "H", "H", "O", "H", "H", "O"],
  "coordinates": [[2.722, 2.265, -0.953], [2.582, 1.272, -1.626], [-2.766, -0.816, -0.784], [1.658, 0.162, -1.311], [1.093, 0.128, -0.041], [1.635, -0.631, -2.041], [3.127, 1.236, -2.587], [1.401, -0.807, 0.555], [1.416, 0.885, 0.657], [-0.019, 0.075, -0.031], [-3.980, -1.107, 1.937], [-3.462, -0.802, 0.169], [-4.299, -0.710, 1.123], [0.454, -0.774, 3.165], [-2.370, 0.037, -0.573], [0.809, -0.414, 2.339]],
  "forces_ev_per_a": [[-0.15, -0.15, 0.39], [0.45, 0.51, -0.82], [0.35, 0.37, 0.35], [0.98, 0.31, 0.92], [-0.41, 0.59, -0.24], [-0.74, -0.09, -0.20], [-0.06, -0.36, -0.01], [-0.73, -0.46, 0.73], [0.03, 0.50, -0.27], [0.12, -1.01, 0.22], [0.18, -0.04, -0.08], [-0.45, -0.43, 0.11], [-0.04, 0.13, -0.14], [0.25, -0.54, -0.29], [0.09, 0.06, -0.31], [0.12, 0.59, -0.35]],
  "nbo_charge": [-0.453, 0.318, -1.105, 0.036, -0.733, 0.209, 0.112, 0.393, 0.285, 0.360, 0.416, 0.490, -1.184, 0.431, 0.412, -0.986]
}

Record 4
{
  "formula": "C3H9O4PS",
  "method": "ωB97M-V with the def2-TZVPD basis set",
  "orbital_gap_ev": 9.40,
  "energy_ha": -1160.116514,
  "e_homo_ev": -8.9,
  "symbols": ["C", "C", "C", "O", "O", "O", "O", "P", "S", "H", "H", "H", "H", "H", "H", "H", "H", "H"],
  "coordinates": [[-0.651, 1.000, 2.019], [0.401, 0.084, 1.634], [-0.904, -1.128, -0.849], [-0.602, 1.725, -1.037], [1.172, -0.060, -2.064], [1.115, -2.585, -1.685], [1.160, 0.577, 0.540], [0.730, 1.144, -0.867], [0.280, -1.376, -1.975], [-0.201, 1.800, 2.580], [-1.326, 1.416, 1.171], [-1.048, 0.325, 2.759], [-0.074, -0.973, 1.257], [0.963, -0.146, 2.478], [-1.205, -2.081, -0.421], [-1.568, -0.275, -0.865], [1.722, 1.933, -1.262], [0.035, -1.380, -3.414]],
  "forces_ev_per_a": [[-1.44, 1.03, -0.35], [-2.07, -3.27, -3.53], [0.72, -0.77, -1.18], [0.18, 0.08, -0.21], [-1.10, 0.95, 1.24], [-1.93, 2.68, -0.91], [1.57, 0.64, -1.10], [-0.76, -1.94, 0.38], [0.69, -2.69, 0.26], [-0.04, 0.76, 0.08], [0.97, -1.13, 1.75], [-1.71, 0.40, 0.50], [1.21, 2.53, 0.88], [1.88, -0.18, 1.00], [0.03, 0.17, -0.16], [0.10, -0.15, -0.32], [1.41, 0.95, -0.06], [0.29, -0.07, 1.73]],
  "nbo_charge": [-0.656, -0.051, -1.093, -1.079, -0.955, -0.900, -0.819, 2.178, 1.841, 0.208, 0.251, 0.220, 0.199, 0.196, 0.262, 0.281, -0.102, 0.018]
}

Record 5
{
  "formula": "C3H9OS",
  "method": "ωB97M-V with the def2-TZVPD basis set",
  "orbital_gap_ev": 6.91,
  "energy_ha": -593.126330,
  "e_homo_ev": -2.8,
  "charge": -1,
  "symbols": ["C", "C", "C", "S", "H", "H", "H", "H", "H", "H", "H", "H", "H", "O"],
  "coordinates": [[-0.413, -1.106, 0.892], [-0.378, 0.468, 0.804], [1.008, 1.193, 0.564], [1.843, 0.734, -0.952], [-0.575, -1.504, 2.013], [-1.362, -1.594, 0.342], [0.517, -1.382, 0.358], [-0.944, 0.836, 1.679], [-1.084, 0.726, -0.088], [0.702, 2.220, 0.662], [1.646, 0.668, 1.399], [0.367, -0.147, -2.181], [-1.039, -0.757, -2.511], [-0.287, -0.355, -2.982]],
  "forces_ev_per_a": [[-1.62, -0.45, 0.59], [-2.19, -0.37, -1.69], [-0.68, -3.49, 1.92], [0.07, 0.07, -0.45], [1.02, 0.83, -2.40], [2.14, 1.22, 0.92], [-0.44, -0.70, 0.58], [0.53, 0.31, -0.07], [1.26, -0.17, 1.24], [0.80, 0.68, 0.35], [-0.84, 1.98, -0.86], [-0.87, 0.07, -1.59], [0.36, 0.19, -0.34], [0.46, -0.17, 1.79]],
  "nbo_charge": [-0.641, -0.409, -0.541, -0.624, 0.179, 0.184, 0.244, 0.170, 0.181, 0.187, 0.176, 0.482, 0.439, -1.027]
}

Record 6
{
  "formula": "C3H9OS",
  "method": "ωB97M-V with the def2-TZVPD basis set",
  "orbital_gap_ev": 5.06,
  "energy_ha": -593.084711,
  "e_homo_ev": -2.0,
  "charge": -1,
  "symbols": ["S", "H", "H", "C", "O", "C", "C", "H", "H", "H", "H", "H", "H", "H"],
  "coordinates": [[-1.514, 0.172, 2.318], [-1.531, 0.533, 3.588], [-2.439, 0.985, 1.924], [0.055, -1.129, -1.410], [1.251, -1.712, -1.472], [0.170, 0.388, -0.950], [1.172, 0.461, 0.177], [-0.617, -1.581, -0.583], [-0.505, -1.179, -2.386], [-0.815, 0.814, -0.747], [0.502, 0.982, -1.800], [1.305, 1.486, 0.578], [2.104, 0.022, -0.186], [0.863, -0.244, 0.949]],
  "forces_ev_per_a": [[1.08, -1.26, -0.18], [-0.26, 0.33, 0.47], [-0.99, 0.94, -0.17], [0.26, 0.33, 0.81], [0.18, -0.30, -0.25], [-0.18, -0.53, -0.96], [0.08, 0.08, 0.09], [0.01, 0.11, -0.59], [-0.29, 0.19, 0.33], [-0.31, -0.07, 0.54], [0.43, 0.09, -0.29], [0.00, -0.50, -0.02], [0.02, 0.34, -0.10], [-0.04, 0.25, 0.32]],
  "nbo_charge": [-0.235, 0.110, 0.120, 0.008, -0.954, -0.441, -0.628, 0.036, 0.071, 0.148, 0.164, 0.166, 0.241, 0.192]
}

Record 7
{
  "formula": "C3H9OSi",
  "method": "ωB97M-V with the def2-TZVPD basis set",
  "orbital_gap_ev": [8.45, 5.48],
  "energy_ha": -484.016125,
  "e_homo_ev": [-14.1, -12.6],
  "charge": 1,
  "symbols": ["C", "C", "C", "O", "Si", "H", "H", "H", "H", "H", "H", "H", "H", "H"],
  "coordinates": [[-1.704, 0.366, -2.267], [0.499, -1.978, 0.064], [-0.807, 1.025, 1.230], [-0.879, -0.124, -1.396], [-0.421, -0.284, 0.145], [-1.735, 1.458, -2.384], [-2.332, -0.281, -2.984], [1.682, -1.856, 0.173], [0.211, -2.721, 0.834], [0.334, -2.432, -0.931], [-1.029, 1.987, 0.820], [-1.030, 0.926, 2.342], [-2.550, -3.030, 2.043], [-2.033, -2.903, 1.498]],
  "forces_ev_per_a": [[0.23, -0.21, -0.75], [1.96, 0.50, 0.55], [-0.14, -1.04, 1.23], [-2.46, 0.67, -2.66], [1.48, -1.68, 1.90], [-0.11, -0.39, 0.20], [1.37, 0.64, 1.43], [-2.57, 0.01, -0.17], [0.01, 0.64, -0.31], [-0.10, 0.40, 0.45], [-0.27, 0.48, -0.24], [0.64, -0.01, -1.64], [0.46, 0.14, -0.48], [-0.50, -0.14, 0.48]],
  "nbo_charge": [0.277, -1.124, -0.946, -0.746, 1.747, 0.188, 0.217, 0.297, 0.286, 0.274, 0.246, 0.284, 0.053, -0.053]
}

Record 8
{
  "formula": "C3H9S",
  "method": "ωB97M-V with the def2-TZVPD basis set",
  "orbital_gap_ev": 6.10,
  "energy_ha": -517.894190,
  "e_homo_ev": -2.0,
  "charge": -1,
  "symbols": ["C", "C", "H", "H", "H", "H", "H", "H", "C", "S", "H", "H", "H"],
  "coordinates": [[-1.561, 0.752, 1.321], [-2.169, -0.621, 1.566], [-0.635, 0.823, 1.881], [-1.258, 0.888, 0.290], [-2.269, 1.529, 1.595], [-1.473, -1.400, 1.245], [-3.088, -0.776, 0.994], [-2.303, -0.831, 2.626], [0.606, -0.259, -1.808], [1.791, 0.110, -0.455], [-0.265, 0.382, -1.663], [0.295, -1.297, -1.782], [1.009, -0.076, -2.798]],
  "forces_ev_per_a": [[0.01, -0.40, 0.15], [0.44, -0.46, -0.39], [0.04, 0.31, 0.14], [-0.07, -0.02, -0.23], [0.05, 0.28, 0.14], [0.08, 0.08, -0.21], [-0.09, 0.02, 0.29], [-0.44, 0.20, 0.10], [0.16, 0.28, 0.60], [0.10, -0.09, -0.13], [-0.23, -0.09, -0.26], [-0.21, -0.29, 0.04], [0.17, 0.17, -0.24]],
  "nbo_charge": [-0.609, -0.607, 0.226, 0.226, 0.172, 0.216, 0.183, 0.183, -0.736, -0.754, 0.164, 0.168, 0.168]
}

Record 9
{
  "formula": "C3H9S",
  "method": "ωB97M-V with the def2-TZVPD basis set",
  "orbital_gap_ev": 5.63,
  "energy_ha": -517.886144,
  "e_homo_ev": -2.3,
  "charge": -1,
  "symbols": ["S", "H", "C", "C", "C", "H", "H", "H", "H", "H", "H", "H", "H"],
  "coordinates": [[-4.096, 1.692, -2.526], [-3.932, 2.958, -1.955], [-0.109, -0.007, -0.477], [1.194, -0.245, 0.195], [1.247, -1.005, 1.543], [-0.016, 0.657, -1.336], [-0.581, -0.875, -1.059], [-0.999, 0.318, 0.169], [1.877, -0.668, -0.546], [1.429, 0.767, 0.490], [1.088, -2.066, 1.280], [0.619, -0.508, 2.246], [2.280, -1.019, 1.977]],
  "forces_ev_per_a": [[0.18, 1.07, 0.51], [-0.14, -1.09, -0.49], [-3.66, -1.58, -1.18], [0.37, 0.50, 1.07], [1.60, -0.95, -1.75], [0.12, 0.62, 0.42], [0.83, 0.43, 1.12], [1.53, -0.06, -0.70], [0.29, 0.27, 0.32], [1.13, 0.47, -0.29], [-0.75, 0.27, 0.87], [-0.85, -0.31, 0.57], [-0.65, 0.36, -0.46]],
  "nbo_charge": [-1.081, 0.083, -0.625, -0.406, -0.604, 0.230, 0.202, 0.224, 0.191, 0.188, 0.199, 0.207, 0.192]
}

Which energy above the lowest of the compared OMol25 structures with the same formula, charge and spin belongs to each record? In order, 258.3; 268.6; 798.7; 504.0; 122.2; 231.5; 305.2; 51.9; 73.0 kJ/mol.